[1]
Computed, not measured: a structure of composition C13H10BiClIN3OSe3Te, with ωB97M-V with the def2-TZVPD basis set.

- E_HOMO (eV) = -7.338
- gap between HOMO and LUMO (hartree) = 0.2502
- energy above the lowest of the compared OMol25 structures with the same formula, charge and spin (kJ/mol) = 0.0

```
! RIJCOSX wB97M-V def2-TZVPD def2/J DEFGRID3
* xyz 0 1
Bi 0.618 1.196 -1.790
Se 3.322 1.319 -1.273
Se 3.666 3.416 -0.239
Te 2.313 4.909 -1.714
Se 0.091 3.741 -1.327
Cl -3.322 0.817 4.171
C -2.794 0.902 2.525
C -3.736 0.937 1.524
C -3.341 0.999 0.199
I -4.740 1.055 -1.359
C -2.003 1.028 -0.185
O -1.647 1.087 -1.417
C -1.030 0.982 0.857
N 0.269 0.999 0.493
C 1.214 0.978 1.403
C 0.926 0.952 2.771
C -0.382 0.933 3.185
C -1.417 0.933 2.228
H -4.787 0.921 1.765
H 2.238 0.994 1.055
H 1.741 0.959 3.478
H -0.643 0.928 4.234
C 2.800 -2.116 -2.432
C 1.453 -2.310 -1.852
N 0.669 -1.390 -1.339
C -0.453 -2.028 -0.899
C -0.346 -3.360 -1.145
N 0.869 -3.526 -1.750
H 2.907 -1.117 -2.842
H 2.992 -2.851 -3.208
H 3.559 -2.227 -1.659
H -1.253 -1.485 -0.446
H -1.012 -4.174 -0.948
H 1.256 -4.400 -2.066
*
```

Löwdin atomic charge list, values in e, 5 entries: Bi 1.164; Se -0.116; Se -0.197; Te 0.277; Se -0.150

=====

[2]
Computed, not measured: a structure of composition C5H7NO, with ωB97M-V with the def2-TZVPD basis set.

- E_HOMO (eV) = -9.578
- gap between HOMO and LUMO (hartree) = 0.3826
- energy above the lowest of the compared OMol25 structures with the same formula, charge and spin (kJ/mol) = 292.3

```
! RIJCOSX wB97M-V def2-TZVPD def2/J DEFGRID3
* xyz 0 1
O -1.237 -1.500 -0.620
C -0.351 -1.055 0.388
C 1.073 -0.552 0.065
C 0.966 0.838 -0.465
C -0.499 1.222 -0.480
C -0.538 0.422 0.829
N 0.975 0.595 1.002
H -0.877 -2.316 -0.992
H -0.389 -1.795 1.201
H 2.027 -1.072 0.004
H 1.792 1.336 -0.977
H -1.131 0.847 -1.287
H -0.637 2.296 -0.328
H -1.173 0.732 1.659
*
```

Löwdin atomic charge list, values in e, 5 entries: O -0.022; C -0.271; C -0.167; C -0.207; C -0.079

=====

| no. | strongest force on any atom (eV/Å) |
| --- | --- |
| 1 | 0.9 |
| 2 | 0.6 |